<i>
Entry from OMol25: a cluster of 8 separate species, C8H32N12O9 in total (wB97M-V/def2-TZVPD).

The geometry in XYZ format:
```
61
Properties=species:S:1:pos:R:3:mulliken_charge:R:1
N 4.536 4.073 1.770 -0.40
C 3.288 3.626 1.501 0.62
N 3.197 2.307 1.280 -0.27
O 2.336 4.413 1.391 -0.69
H 5.264 3.417 1.983 0.17
H 4.667 5.036 2.019 0.24
H 2.276 1.970 1.045 0.21
H 3.985 1.693 1.286 0.19
N -0.380 0.978 -1.402 -0.09
C 0.080 0.253 -0.345 0.34
N 0.184 1.040 0.752 -0.36
O 0.306 -0.950 -0.419 -0.42
H -0.627 1.947 -1.275 0.09
H -0.654 0.469 -2.224 0.23
H 0.504 0.599 1.617 0.27
H -0.229 1.954 0.759 0.17
N -2.649 4.480 -3.750 -0.43
C -1.643 4.284 -2.877 0.63
N -0.538 5.038 -3.121 -0.38
O -1.708 3.421 -1.996 -0.71
H -3.517 3.981 -3.690 0.23
H -2.505 4.946 -4.628 0.17
H 0.274 4.888 -2.550 0.23
H -0.609 5.820 -3.742 0.18
N 2.126 -0.731 -2.919 -0.30
C 3.106 -1.686 -2.930 0.60
N 4.010 -1.551 -3.918 -0.39
O 3.128 -2.589 -2.093 -0.61
H 1.759 -0.517 -2.004 0.08
H 2.157 -0.077 -3.677 0.16
H 3.894 -0.894 -4.664 0.15
H 4.660 -2.305 -4.062 0.25
N -0.128 -0.558 5.214 -0.38
C 0.475 -0.896 4.053 0.52
N 0.686 -2.230 3.896 -0.27
O 0.915 -0.028 3.283 -0.83
H -0.060 0.429 5.400 0.25
H -0.326 -1.266 5.891 0.18
H 0.245 -2.865 4.534 0.19
H 1.104 -2.614 3.050 0.25
N -1.845 -2.586 -3.460 -0.40
C -2.744 -2.428 -2.426 0.55
N -2.104 -2.281 -1.239 -0.16
O -3.959 -2.406 -2.591 -0.67
H -2.039 -2.363 -4.417 0.20
H -0.908 -2.801 -3.175 0.20
H -1.130 -2.083 -1.097 0.07
H -2.744 -2.253 -0.444 0.26
O -2.845 -3.766 3.028 -0.56
C -2.905 -2.351 3.295 -0.13
C -2.658 -1.575 1.997 -0.17
O -3.700 -1.771 1.075 -0.65
H -2.984 -3.886 2.083 0.34
H -3.908 -2.236 3.719 0.31
H -2.176 -2.182 4.086 -0.04
H -1.643 -1.753 1.618 0.07
H -2.599 -0.505 2.236 0.44
H -3.890 -0.950 0.614 0.33
O 1.327 -3.105 1.175 -0.73
H 1.121 -2.270 0.724 0.37
H 0.745 -3.751 0.763 0.28
```

HOMO energy: -9.25 eV
charge: 0
structure (SMILES): NC(N)=O.NC(N)=O.NC(N)=O.NC(N)=O.NC(N)=O.NC(N)=O.OCCO.O
2S+1: 1
HOMO-LUMO gap: 9.56 eV


<ii>
Entry from OMol25: a structure of composition C8H32N12O9 (wB97M-V/def2-TZVPD).

The geometry in XYZ format:
```
61
Properties=species:S:1:pos:R:3:mulliken_charge:R:1
C -2.470 0.599 1.745 -0.38
C -2.971 1.114 0.326 0.65
O -4.122 1.953 0.563 -0.67
O -3.434 -0.212 2.403 -0.65
H -2.088 1.388 2.392 0.45
H -1.640 -0.099 1.627 0.38
H -3.305 0.345 -0.370 -0.19
H -2.140 1.618 -0.166 -0.83
H -3.889 2.801 0.178 0.48
H -4.315 0.162 2.470 0.39
C -0.290 -1.158 -2.793 -0.37
O 0.203 -1.157 -3.900 -0.78
N -1.499 -1.508 -2.478 -0.14
N 0.305 -0.745 -1.697 -0.12
H -1.782 -1.567 -1.510 -0.57
H -2.193 -1.806 -3.148 0.24
H 1.207 -0.297 -1.623 0.02
H -0.403 -0.627 -0.987 0.98
C -1.272 2.610 -1.075 0.58
O -2.015 2.126 -1.885 -0.68
N -1.094 3.900 -0.725 -0.33
N -0.567 1.735 -0.330 0.22
H -0.320 4.199 -0.150 0.19
H -1.706 4.611 -1.100 0.23
H -0.063 2.028 0.495 0.47
H -0.701 0.750 -0.511 1.83
C -1.745 -1.592 0.152 -0.65
O -1.299 -0.705 -0.465 0.49
N -1.260 -1.831 1.385 -0.29
N -2.521 -2.519 -0.340 0.06
H -0.413 -1.382 1.703 0.24
H -1.633 -2.625 1.884 0.35
H -2.870 -3.258 0.252 0.32
H -2.919 -2.277 -1.236 0.13
C 1.217 -2.347 0.447 0.73
O 1.024 -1.474 1.259 -0.65
N 0.337 -2.794 -0.450 -0.22
N 2.402 -2.761 0.144 -0.38
H -0.590 -2.421 -0.302 0.73
H 0.602 -3.325 -1.268 0.35
H 2.603 -3.436 -0.580 0.18
H 3.110 -2.403 0.770 0.37
C 1.493 2.574 0.452 0.21
O 0.389 2.898 0.798 -0.81
N 1.773 1.331 0.210 0.51
N 2.497 3.399 0.361 -0.32
H 0.988 0.720 0.040 -0.50
H 2.754 1.128 0.076 0.29
H 3.374 2.968 0.107 0.13
H 2.476 4.375 0.621 0.27
C 3.724 -0.645 1.089 0.12
O 3.538 -0.809 2.318 -0.70
N 4.863 -0.411 0.515 -0.37
N 2.769 -0.546 0.203 -0.83
H 5.691 -0.367 1.092 0.27
H 4.969 -0.152 -0.455 0.16
H 2.995 -0.330 -0.758 0.50
H 1.817 -0.773 0.451 0.12
O 0.121 0.049 0.705 -0.96
H -0.587 -0.480 0.338 -1.06
H 0.874 -0.541 0.731 -0.17
```

HOMO energy: -7.29 eV
charge: 0
2S+1: 1
HOMO-LUMO gap: 7.24 eV


Stability, highest: <i>


<i>
Entry from OMol25: a structure of composition C17H34BaN2OPS (wB97M-V/def2-TZVPD).

The geometry in XYZ format:
```
57
Properties=species:S:1:pos:R:3:mulliken_charge:R:1
Ba -0.368 -1.389 -0.564 1.28
C -1.425 -1.664 3.786 -1.11
C -0.672 -0.594 2.956 -0.68
O -0.428 -1.030 1.807 0.00
H -1.058 -2.677 3.574 0.20
H -2.474 -1.611 3.468 0.28
H -1.397 -1.456 4.857 0.32
C 2.304 0.045 4.390 -1.03
N 2.502 -0.874 3.291 0.30
C 2.325 -2.247 3.334 -0.43
C 2.428 -2.701 2.065 -0.43
N 2.672 -1.605 1.269 0.29
C 2.682 -0.476 2.008 -0.18
S 2.937 1.109 1.464 -0.41
H 2.002 -0.529 5.264 0.30
H 1.514 0.746 4.124 0.38
H 3.226 0.589 4.600 0.32
H 2.162 -2.764 4.262 0.42
H 2.360 -3.685 1.638 0.42
H 2.575 -1.599 0.239 -0.34
C 2.629 -0.630 -3.231 -1.74
C 1.876 -1.961 -3.098 2.57
C 2.668 -3.005 -3.917 -2.08
C 0.506 -1.834 -3.781 -1.83
C 1.726 -2.424 -1.618 -1.60
H 2.684 -0.279 -4.275 0.43
H 3.650 -0.748 -2.861 0.45
H 2.147 0.140 -2.626 0.29
H 2.800 -2.711 -4.973 0.43
H 2.155 -3.967 -3.883 0.40
H 3.652 -3.139 -3.466 0.39
H 0.587 -1.665 -4.862 0.46
H -0.079 -0.986 -3.398 0.18
H -0.058 -2.758 -3.614 0.34
H 2.737 -2.152 -1.231 0.38
C 1.263 4.092 -4.222 -1.38
C 1.329 2.703 -3.600 -0.59
P 0.290 2.379 -2.113 0.59
C -1.356 2.951 -2.753 -0.71
C -2.526 2.621 -1.833 -1.15
C 0.742 3.770 -0.990 -0.71
C 0.266 3.555 0.445 -0.91
H 1.958 4.182 -5.060 0.43
H 1.526 4.867 -3.499 0.28
H 0.267 4.320 -4.604 0.28
H 2.354 2.463 -3.304 0.45
H 1.058 1.933 -4.327 0.37
H -1.496 2.447 -3.716 0.40
H -1.335 4.026 -2.957 0.38
H -2.550 1.558 -1.583 0.22
H -3.481 2.870 -2.301 0.39
H -2.471 3.170 -0.893 0.28
H 0.360 4.714 -1.391 0.40
H 1.835 3.833 -1.004 0.40
H -0.822 3.485 0.505 0.18
H 0.575 4.383 1.085 0.34
H 0.681 2.638 0.865 0.06
```

HOMO energy: -1.30 eV
charge: -1
2S+1: 1
HOMO-LUMO gap: 3.28 eV


<ii>
Entry from OMol25: a structure of composition C17H34BaN2OPS (wB97M-V/def2-TZVPD).

The geometry in XYZ format:
```
57
Properties=species:S:1:pos:R:3:mulliken_charge:R:1
Ba 0.293 -0.689 -0.537 0.47
C -1.584 -3.481 -2.849 -1.07
C -0.925 -2.378 -1.985 0.22
O -1.202 -2.473 -0.764 -0.65
H -2.424 -3.964 -2.340 0.28
H -0.821 -4.230 -3.059 0.29
H -1.915 -3.068 -3.800 0.26
C -2.038 2.206 -4.515 -0.82
N -2.957 1.592 -3.607 0.23
C -3.624 0.401 -3.778 -0.05
C -4.226 0.080 -2.617 -0.67
N -3.943 1.080 -1.709 0.04
C -3.128 2.014 -2.307 -0.27
S -2.477 3.356 -1.589 -0.29
H -2.279 1.912 -5.536 0.31
H -1.007 1.916 -4.284 0.26
H -2.122 3.288 -4.404 0.31
H -3.638 -0.106 -4.722 0.42
H -4.843 -0.758 -2.368 0.40
H -4.050 1.028 -0.710 0.23
C 2.666 2.228 -2.160 -1.61
C 3.179 0.794 -2.406 1.99
C 4.717 0.846 -2.537 -1.89
C 2.604 0.319 -3.747 -1.50
C 2.903 -0.191 -1.286 -1.36
H 2.994 2.912 -2.949 0.39
H 3.028 2.613 -1.208 0.37
H 1.574 2.239 -2.128 0.29
H 5.028 1.458 -3.388 0.40
H 5.106 -0.162 -2.672 0.44
H 5.163 1.260 -1.633 0.38
H 2.939 0.967 -4.563 0.41
H 1.513 0.330 -3.711 0.15
H 2.925 -0.701 -3.948 0.35
H 3.281 0.315 -0.360 0.19
C -2.440 0.066 4.707 -1.13
C -1.523 0.131 3.488 -0.36
P 0.330 0.135 3.772 0.25
C 0.421 -1.387 4.870 -0.54
C 1.784 -2.066 4.804 -1.23
C 0.350 1.499 5.078 -0.61
C 1.704 2.194 5.127 -1.29
H -3.479 0.052 4.379 0.39
H -2.304 0.929 5.355 0.26
H -2.258 -0.834 5.291 0.26
H -1.728 1.041 2.913 0.34
H -1.711 -0.721 2.825 0.34
H -0.339 -2.082 4.506 0.38
H 0.181 -1.122 5.903 0.33
H 2.002 -2.363 3.780 0.31
H 1.800 -2.956 5.434 0.37
H 2.572 -1.394 5.140 0.30
H 0.088 1.099 6.062 0.36
H -0.411 2.229 4.790 0.36
H 2.496 1.490 5.379 0.30
H 1.705 2.997 5.866 0.37
H 1.928 2.622 4.152 0.33
```

HOMO energy (alpha / beta): -0.35 / -0.34 eV
charge: -1
2S+1: 1
HOMO-LUMO gap (alpha / beta): 2.62 / 2.62 eV


Stability, highest: <i>


<i>
Entry from OMol25: an isolated molecule of C12H23BN2O4 (wB97M-V/def2-TZVPD).

The geometry in XYZ format:
```
42
Properties=species:S:1:pos:R:3:mulliken_charge:R:1
N -2.856 -0.159 -2.374 -0.83
C -2.010 -1.287 -2.041 0.17
C -2.193 -1.667 -0.583 -1.39
C -1.001 -1.023 0.132 0.34
C -1.420 0.239 0.919 -1.66
C -0.809 1.436 0.156 1.03
N -1.813 2.080 -0.720 -0.66
C -0.411 2.423 1.240 -0.22
O -0.230 1.935 2.393 -0.61
O -0.499 3.758 0.940 -0.47
C 0.375 0.863 -0.746 -0.46
C 1.827 1.094 -0.176 -1.80
C 2.166 0.687 1.258 0.09
C 3.017 -0.597 1.348 -1.29
B 2.438 -2.093 1.377 0.62
O 1.932 -2.573 2.569 -0.63
O 2.322 -2.890 0.291 -0.54
C 0.088 -0.635 -0.868 0.18
C -0.446 -1.004 -2.244 -1.48
H -2.483 0.628 -1.856 0.31
H -2.825 0.131 -3.345 0.30
H -2.325 -2.104 -2.678 0.55
H -2.206 -2.778 -0.467 0.27
H -3.164 -1.253 -0.191 0.44
H -0.552 -1.737 0.851 0.47
H -1.239 0.131 1.986 0.34
H -2.529 0.368 0.862 0.53
H -1.318 2.898 -1.014 0.35
H -2.423 2.412 0.070 0.45
H -0.215 4.260 1.712 0.43
H 0.288 1.315 -1.707 0.85
H 2.605 0.896 -0.863 0.75
H 1.830 2.206 -0.182 0.57
H 1.264 0.534 1.846 0.13
H 2.797 1.528 1.607 0.31
H 3.490 -0.589 2.341 0.39
H 3.853 -0.494 0.611 0.25
H 2.186 -1.978 3.315 0.31
H 1.730 -3.644 0.593 0.33
H 0.934 -1.255 -0.701 0.51
H 0.064 -1.819 -2.666 0.38
H -0.239 -0.243 -2.998 0.40
```

HOMO energy: -8.44 eV
charge: 0
structure (SMILES): N[C@@H]1C[C@@H]2C[C@@](N)(C(=O)O)[C@@H](CCCB(O)O)[C@@H]2C1
2S+1: 1
HOMO-LUMO gap: 8.86 eV


<ii>
Entry from OMol25: an isolated molecule of C12H23BN2O4 (wB97M-V/def2-TZVPD).

The geometry in XYZ format:
```
42
Properties=species:S:1:pos:R:3:mulliken_charge:R:1
N 0.710 2.648 -0.245 -0.82
C 0.661 1.274 0.323 1.85
C 2.063 0.648 0.321 -0.21
O 2.279 -0.442 -0.155 -0.57
O 3.035 1.402 0.878 -0.49
C 0.215 1.357 1.806 -2.42
C -0.688 0.109 2.103 2.49
C -0.059 -0.950 3.013 -1.03
C -1.157 -1.296 4.034 -0.67
N -2.094 -0.141 4.141 -0.50
C -2.013 0.535 2.832 -0.92
C -1.042 -0.495 0.710 -2.09
C -0.404 0.372 -0.428 0.36
C 0.104 -0.501 -1.577 -1.26
C 0.745 0.286 -2.724 -0.41
C 1.072 -0.574 -3.940 -0.92
B -0.220 -1.353 -4.372 0.53
O -0.799 -1.162 -5.619 -0.59
O -0.826 -2.311 -3.557 -0.60
H 1.158 2.651 -1.148 0.31
H 1.290 3.201 0.371 0.32
H 3.875 0.893 0.793 0.44
H 1.094 1.333 2.438 0.20
H -0.288 2.311 2.009 0.50
H 0.301 -1.818 2.476 0.40
H 0.789 -0.532 3.545 0.39
H -0.735 -1.604 4.996 0.44
H -1.744 -2.164 3.694 0.25
H -1.717 0.520 4.857 0.32
H -2.047 1.656 2.951 0.36
H -2.873 0.228 2.270 0.28
H -2.127 -0.572 0.545 0.25
H -0.691 -1.521 0.740 0.20
H -1.128 1.099 -0.801 0.54
H -0.732 -1.072 -1.985 0.84
H 0.805 -1.214 -1.203 0.42
H 0.005 1.031 -3.018 0.31
H 1.668 0.764 -2.376 0.19
H 1.531 0.051 -4.708 0.48
H 1.694 -1.428 -3.676 0.24
H -0.308 -0.484 -6.110 0.31
H -1.405 -2.731 -4.204 0.30
```

HOMO energy: -8.92 eV
charge: 0
structure (SMILES): N[C@@]1(C(=O)O)C[C@]2(CCNC2)C[C@@H]1CCCB(O)O
2S+1: 1
HOMO-LUMO gap: 9.42 eV


Stability, highest: <ii>